Below is a cluster of 9 separate species, C68H67BrF14N11O8P in total, with properties calculated with the ωB97M-V functional and the def2-TZVPD basis.

Output
- HOMO energy (Eh) = -0.278
- E (hartree) = -8147.8155
- SMILES = C#CC[C@@H]1[C@@H](C(F)(F)c2cccc(C(F)(F)F)c2)N(P(=N)(O)O)[C@H](C(=O)[O-])[C@](C[C@H](C)O)(C(F)(F)F)[N@@+]1(C[C@@H](C)Br)C(=O)C(F)(F)C(F)(F)C(F)(F)C(=O)O.c1ccncc1.c1ccncc1.c1ccncc1.c1ccncc1.c1ccncc1.c1ccncc1.c1ccncc1.c1ccncc1

Geometry as XYZ:
```
170
Properties=species:S:1:pos:R:3:forces:R:3
C -1.93094 5.10052 0.58902 5.986 -6.729 -3.916
C -1.06835 4.13651 0.01081 -5.719 5.502 4.777
C -0.05225 2.85596 -0.38659 -0.178 3.435 -1.937
C -0.20909 1.55947 0.54283 -1.354 2.823 3.415
C 0.82918 1.68619 1.83067 2.328 3.286 -1.119
C 0.21344 2.30224 3.21443 -0.163 1.590 2.953
F -0.90081 3.30806 2.99512 2.692 -3.349 -0.404
F 1.23254 3.24120 3.84575 -2.406 -2.695 -2.208
C -0.25893 1.38457 4.43352 -3.193 -1.793 5.039
C -1.32694 2.11794 5.50737 0.525 -3.754 1.020
C -1.95081 1.29664 6.81421 2.279 -1.938 -1.917
C -1.55041 -0.25252 7.19824 1.895 2.238 -3.791
C -0.45580 -0.97167 6.17990 -1.844 3.160 -0.429
C 0.10856 -2.52197 6.45170 1.746 1.223 0.524
F 0.16793 -3.34800 5.22566 -0.452 2.299 4.318
F -0.56417 -3.18413 7.60378 2.102 1.821 -4.232
F 1.54310 -2.32434 6.88276 -4.267 -1.186 -1.297
C 0.09026 -0.14197 4.88339 -0.491 0.719 0.549
N 1.82434 0.57445 1.94069 -1.180 -0.556 1.333
P 3.26333 0.93032 2.92387 5.980 3.920 2.084
N 3.88179 2.45088 2.72217 -0.247 -3.435 -0.146
O 2.97501 0.91635 4.67732 0.622 -1.242 -2.639
O 4.58615 -0.24161 2.73674 -2.571 1.676 0.325
C 2.19859 -0.06176 0.62360 2.440 -0.692 1.242
C 3.38862 0.89078 0.04088 7.507 2.684 -4.404
O 3.36190 2.19203 -0.24616 -2.353 -5.799 1.807
O 4.72640 0.26425 -0.24920 -7.267 1.648 2.209
C 0.97803 -0.51462 -0.42321 2.745 -2.222 -0.428
C 0.88509 -2.17259 -0.57786 -0.901 -1.991 -0.737
C 2.23173 -3.06941 -0.44425 0.639 -1.695 0.269
C 2.19898 -4.31798 -1.55788 -1.143 0.256 0.563
O 2.21922 -3.77188 0.88343 -1.013 0.645 -1.297
C 1.53443 -0.14214 -1.93101 1.409 0.566 -5.922
F 2.84142 -0.76940 -2.30798 -4.287 2.193 2.615
F 0.76315 -0.70062 -3.10838 1.026 1.226 3.867
F 1.58100 1.25259 -2.36035 -0.063 -3.968 2.114
N -0.37624 0.14960 -0.07024 -0.925 0.017 0.396
C -1.36872 0.29521 -1.16102 -2.993 3.060 -3.297
C -2.32286 -0.80317 -1.80583 -2.451 -0.030 -3.063
C -2.22175 -0.92057 -3.49963 0.268 -0.130 0.102
Br -2.42560 -2.69868 -1.24024 0.152 0.981 0.252
C -1.16816 -0.52873 1.06972 5.642 -5.716 7.426
O -0.45125 -1.21288 2.02425 -4.617 4.995 -7.324
C -2.65941 -0.56223 1.57941 -1.154 -2.755 4.814
F -2.95207 -2.02076 1.93509 1.190 4.398 -1.655
F -2.59577 0.03544 2.98284 0.165 -1.124 -4.746
C -4.05533 -0.08752 1.07017 -6.248 -1.956 2.370
F -4.84620 -1.01056 0.15955 3.529 3.288 1.945
F -4.92788 -0.37440 2.30656 2.855 0.994 -3.157
C -4.45121 1.46687 0.79504 -2.498 3.210 0.709
F -3.61832 2.49235 1.46279 -1.963 -3.806 -2.332
F -5.82343 1.73769 1.39490 4.341 -1.136 -1.943
C -4.77760 1.82488 -0.81007 -3.978 -0.566 -5.649
O -5.79071 1.29009 -1.49990 6.627 3.181 5.289
O -3.93856 2.83536 -1.52812 -2.689 -2.248 2.284
H -2.64283 5.93253 1.03527 1.982 -2.203 -1.358
H -0.27609 2.77040 -1.53991 0.366 -0.417 2.443
H 1.02298 3.38232 -0.39597 -2.090 -1.805 0.430
H -1.25419 1.74930 1.09496 1.958 -0.418 -1.307
H 1.54211 2.60755 1.51924 -1.675 -1.577 0.488
H -1.69045 3.22537 5.40768 0.947 -2.285 0.068
H -2.71715 1.83859 7.53374 1.919 -1.122 -1.793
H -2.01241 -0.78673 8.15277 1.222 1.238 -2.398
H 0.88410 -0.71222 4.19587 -2.034 1.308 1.794
H 4.89582 2.36431 2.40857 -1.852 0.199 0.127
H 3.89056 1.05822 5.10257 -1.831 -0.193 -1.446
H 5.38800 0.23999 2.36606 -1.801 -0.547 0.025
H 2.79553 -1.00779 1.05294 -1.521 1.706 -1.791
H 0.43141 -2.53654 -1.62127 0.946 1.631 2.059
H 0.14895 -2.71260 0.15821 1.402 1.727 -1.058
H 3.24971 -2.49313 -0.47145 -2.070 -0.959 -0.001
H 3.02727 -5.13050 -1.34653 -1.513 2.059 -0.476
H 1.16099 -4.86858 -1.34606 2.065 1.115 -0.586
H 2.17644 -3.93285 -2.66575 0.271 -0.775 2.160
H 1.38351 -4.31970 0.96123 1.417 0.970 -0.382
H -2.13188 1.12411 -0.74090 1.778 -1.791 -0.764
H -0.97753 0.86448 -2.14372 -0.101 -1.400 2.644
H -3.46176 -0.40772 -1.78046 2.777 -0.824 0.700
H -1.95468 0.13280 -3.95800 -0.307 -2.152 0.908
H -3.26171 -1.22724 -3.95872 1.980 0.610 1.208
H -1.46147 -1.77142 -3.80596 -1.393 2.089 0.615
H -4.54019 3.23930 -2.22766 0.791 -1.070 1.061
C 2.63135 4.02831 9.20133 -0.064 -0.029 -0.064
C 2.23946 3.30264 8.08137 0.102 0.161 0.283
C 0.89848 2.98142 7.94441 -0.709 0.142 0.489
N -0.05255 3.32919 8.83881 0.969 0.223 0.109
C 0.35841 4.03170 9.91679 -0.379 -0.451 -0.689
C 1.67474 4.40272 10.13932 0.125 0.007 -0.200
H 3.67353 4.29969 9.34231 -0.088 -0.008 -0.014
H 2.96068 2.99489 7.33278 -0.120 0.032 0.013
H 0.54251 2.41906 7.08610 0.174 0.062 0.102
H -0.42457 4.29705 10.62167 0.102 0.007 -0.011
H 1.94786 4.96906 11.02245 -0.094 -0.077 -0.064
C -6.25876 -3.50060 -7.84429 -0.092 -0.085 0.030
C -6.14589 -3.72933 -6.47702 0.082 0.124 -0.219
C -5.20829 -2.99840 -5.76512 0.581 0.627 -0.323
N -4.39262 -2.07705 -6.32293 -0.663 -0.497 -0.426
C -4.52412 -1.87814 -7.65244 0.179 -0.049 0.862
C -5.43392 -2.55662 -8.44732 -0.111 -0.177 0.163
H -6.98323 -4.05345 -8.43519 0.131 0.136 -0.006
H -6.77318 -4.45886 -5.97747 0.057 0.073 -0.026
H -5.08435 -3.13839 -4.69521 -0.037 -0.035 -0.028
H -3.85572 -1.13428 -8.07697 -0.069 -0.061 0.001
H -5.49762 -2.35478 -9.51056 -0.049 -0.036 0.086
C -6.96272 -6.39018 -12.89875 0.009 -0.001 0.006
C -8.15699 -5.71801 -12.66126 0.251 -0.101 -0.018
C -8.17283 -4.73403 -11.68572 0.634 0.313 0.536
N -7.09483 -4.39083 -10.94716 0.043 -0.745 -0.739
C -5.95007 -5.06205 -11.19910 -0.692 0.489 0.231
C -5.83470 -6.05789 -12.15560 -0.242 -0.043 -0.134
H -6.91134 -7.16669 -13.65641 -0.006 0.093 0.091
H -9.05388 -5.95420 -13.22255 0.077 0.043 0.067
H -9.07996 -4.17880 -11.46550 0.045 -0.064 -0.044
H -5.09894 -4.76916 -10.59075 -0.023 -0.056 -0.048
H -4.88897 -6.56269 -12.31697 -0.083 0.065 0.036
C 6.88887 -0.54740 -5.47694 -0.075 0.012 0.042
C 6.49697 -1.27307 -6.59690 0.063 0.101 0.144
C 5.15600 -1.59429 -6.73386 -0.668 0.211 0.587
N 4.20496 -1.24652 -5.83947 0.930 0.198 0.049
C 4.61592 -0.54401 -4.76148 -0.481 -0.380 -0.621
C 5.93225 -0.17299 -4.53895 0.277 -0.044 -0.188
H 7.93104 -0.27602 -5.33597 -0.112 -0.034 -0.014
H 7.21819 -1.58082 -7.34549 -0.063 0.005 0.012
H 4.80002 -2.15665 -7.59217 0.068 0.022 0.023
H 3.83294 -0.27866 -4.05661 0.310 0.024 -0.231
H 6.20537 0.39336 -3.65582 -0.102 -0.074 -0.025
C 7.16924 0.03521 -11.75425 -0.002 -0.006 0.004
C 8.32797 0.37263 -11.06288 -0.229 -0.098 -0.132
C 8.86802 -0.56120 -10.19314 -0.289 -0.857 0.222
N 8.33191 -1.78177 -9.97372 -0.434 0.682 -0.628
C 7.20614 -2.08015 -10.65787 0.750 0.098 0.515
C 6.59452 -1.21519 -11.55100 0.142 0.252 -0.022
H 6.71757 0.74075 -12.44554 0.051 -0.080 0.084
H 8.79960 1.33932 -11.19825 -0.030 -0.097 0.029
H 9.77332 -0.34631 -9.63285 -0.067 0.022 -0.051
H 6.79384 -3.06607 -10.46222 0.005 0.079 -0.040
H 5.69190 -1.50860 -12.07488 0.082 0.009 0.065
C -5.54686 -7.04727 0.01591 0.005 0.003 0.002
C -4.42962 -6.87500 0.82622 -0.197 -0.031 -0.175
C -3.27916 -6.35513 0.25497 0.161 0.258 -0.839
N -3.17730 -6.00840 -1.04686 -0.835 -0.256 0.422
C -4.27775 -6.18872 -1.80905 0.759 0.165 0.380
C -5.47359 -6.69764 -1.32853 0.043 -0.063 0.267
H -6.46697 -7.45084 0.42843 0.112 0.052 -0.046
H -4.45408 -7.13872 1.87746 0.026 0.041 -0.102
H -2.38185 -6.19888 0.84665 -0.085 -0.033 0.007
H -4.16942 -5.90453 -2.85203 -0.041 -0.022 0.064
H -6.32680 -6.81922 -1.98618 0.096 0.016 0.044
C -0.46491 8.47128 4.40916 0.001 -0.003 -0.036
C -0.76468 8.37629 5.76401 0.059 -0.026 -0.261
C -1.04129 7.12372 6.28814 -0.024 -0.850 -0.355
N -1.04067 5.98691 5.55806 0.126 0.891 -0.386
C -0.74778 6.11091 4.24532 -0.213 -0.314 0.707
C -0.45448 7.31798 3.63141 -0.042 0.310 0.228
H -0.24150 9.43594 3.96289 -0.017 -0.100 0.054
H -0.78210 9.25631 6.39688 0.003 -0.096 -0.035
H -1.27780 6.99719 7.34062 0.025 0.037 -0.060
H -0.75605 5.18312 3.68013 0.079 0.358 0.110
H -0.22422 7.35836 2.57282 0.007 -0.054 0.083
C 5.58460 4.81770 13.88283 0.005 0.015 0.007
C 5.19271 4.09202 12.76287 0.048 0.157 0.245
C 3.85173 3.77081 12.62591 -0.674 0.110 0.568
N 2.90070 4.11858 13.52030 0.989 0.300 0.119
C 3.31166 4.82108 14.59829 -0.401 -0.478 -0.689
C 4.62799 5.19211 14.82082 0.186 -0.096 -0.207
H 6.62678 5.08907 14.02380 -0.120 -0.030 -0.016
H 5.91393 3.78428 12.01428 -0.079 0.012 0.056
H 3.49576 3.20845 11.76760 0.079 0.021 0.095
H 2.52868 5.08643 15.30316 0.087 0.002 -0.036
H 4.90111 5.75845 15.70395 -0.046 -0.055 -0.075
```
Positions in Å, forces in eV/Å.